Entry 1:
Computed, not measured: 7 unconnected molecules or ions with the total composition C37H79B3ClF9O18S, with wB97M-V/def2-TZVPD.

Results
Multiplicity: 1
Structure (SMILES): COCCCCCB1OB(CCCCl)OB(S(=O)(=O)C(F)(F)C(F)(F)C(F)(F)C(F)(F)F)O1.COCCOC.COCCOC.COCCOC.COCCOC.COCCOC.COCCOC
HOMO energy (eV): -9.14

Atoms and positions in Å:
C: 7.67066 -6.60496 -0.55272
O: 7.14605 -7.06314 -1.83007
C: 6.27497 -6.08713 -2.43468
C: 6.18037 -6.47307 -4.00470
C: 4.62743 -6.69583 -4.41551
C: 3.75566 -5.35955 -4.33551
C: 4.35047 -4.14863 -5.24053
B: 3.41986 -2.83630 -5.03079
O: 3.85940 -1.60058 -4.43321
B: 2.91082 -1.15997 -3.41652
C: 3.49762 -0.04520 -2.37051
C: 4.01562 -0.86276 -1.07531
C: 2.79741 -0.89720 -0.01908
Cl: 2.01617 -2.55649 0.12011
O: 1.56936 -1.67484 -3.29109
B: 1.32694 -2.78959 -4.14858
S: 0.17434 -4.23026 -3.67920
O: 0.83628 -4.93515 -2.53494
O: -0.01587 -5.04747 -4.91649
C: -1.44908 -3.50716 -3.01964
F: -1.04406 -2.67182 -1.93904
F: -1.91720 -2.65450 -4.03495
C: -2.47387 -4.64541 -2.57590
F: -1.97644 -5.16198 -1.34967
F: -2.47905 -5.76133 -3.45312
C: -3.99409 -4.18262 -2.44228
F: -4.74132 -5.36566 -2.17889
F: -4.54217 -3.66124 -3.62897
C: -4.30369 -3.19592 -1.22921
F: -4.05020 -3.78138 0.02938
F: -3.73590 -1.92713 -1.35690
F: -5.70686 -2.98338 -1.24192
O: 2.00142 -2.87998 -5.42055
H: 7.20968 -5.63198 -0.18949
H: 8.80380 -6.48801 -0.69024
H: 7.48156 -7.45316 0.19284
H: 5.21520 -6.11169 -1.98142
H: 6.67333 -5.01304 -2.30738
H: 6.64750 -5.62708 -4.62957
H: 6.80057 -7.40232 -4.25533
H: 4.21980 -7.42474 -3.62154
H: 4.53716 -7.24968 -5.41238
H: 2.69575 -5.60968 -4.70993
H: 3.61459 -5.02954 -3.24378
H: 5.36962 -3.88067 -4.78156
H: 4.44916 -4.45152 -6.34488
H: 2.74502 0.77110 -2.12943
H: 4.42212 0.47101 -2.81387
H: 4.94192 -0.35565 -0.63295
H: 4.35242 -1.91853 -1.36710
H: 1.97458 -0.17776 -0.34883
H: 3.19932 -0.49981 0.96485
C: -3.45089 1.37248 0.91415
O: -3.91095 1.04528 2.21836
C: -5.01918 1.84731 2.62273
C: -6.33595 1.09638 2.46264
O: -6.62466 0.83629 1.09248
C: -6.30309 -0.49664 0.71986
H: -2.80622 0.56228 0.56780
H: -4.27544 1.48567 0.20598
H: -2.86672 2.29767 0.94886
H: -5.03491 2.79416 2.07241
H: -4.87395 2.07906 3.68305
H: -7.14762 1.72495 2.84366
H: -6.33239 0.16720 3.04206
H: -7.07450 -1.17893 1.09226
H: -5.32621 -0.80525 1.09912
H: -6.28180 -0.54985 -0.36948
C: -0.08848 5.18192 -1.19806
O: -0.97476 4.21250 -0.65460
C: -0.63536 2.88581 -1.04818
C: 0.11874 2.15406 0.05611
O: 1.39532 2.74040 0.29503
C: 1.40294 3.58870 1.43416
H: -0.22919 6.11635 -0.65176
H: 0.95764 4.87956 -1.10246
H: -0.32740 5.34997 -2.25222
H: -0.06089 2.89230 -1.98088
H: -1.57649 2.35993 -1.23887
H: 0.30053 1.12352 -0.26659
H: -0.47151 2.11636 0.97782
H: 1.42851 2.98111 2.34492
H: 0.53688 4.25264 1.46121
H: 2.30418 4.20166 1.39426
C: -1.84075 2.91941 9.06302
O: -1.58038 3.30301 7.71994
C: -1.64411 2.20112 6.81716
C: -2.97366 2.16827 6.07226
O: -4.06098 1.90768 6.95691
C: -4.76744 3.08939 7.30786
H: -2.04638 3.82214 9.64067
H: -2.70543 2.25552 9.13854
H: -0.96003 2.42485 9.48391
H: -1.46347 1.25743 7.34268
H: -0.83751 2.33874 6.09001
H: -2.95048 1.34658 5.34848
H: -3.13821 3.09824 5.51730
H: -5.41514 3.39217 6.47826
H: -4.09388 3.90926 7.56509
H: -5.38870 2.86820 8.17727
C: 6.81724 3.78750 3.20187
O: 7.39096 4.37389 2.04168
C: 7.96526 3.40414 1.16890
C: 7.03890 3.09070 -0.00056
O: 5.84546 2.44613 0.43766
C: 4.74556 3.34322 0.52225
H: 6.17117 4.52957 3.67382
H: 6.21547 2.90774 2.96068
H: 7.60779 3.51014 3.90572
H: 8.22796 2.49398 1.71858
H: 8.89116 3.83724 0.77733
H: 7.54731 2.39253 -0.67390
H: 6.80506 3.99555 -0.57138
H: 4.35808 3.54600 -0.48168
H: 5.01800 4.28304 1.00755
H: 3.96274 2.86573 1.11166
C: -5.55345 -1.68264 5.10928
O: -5.10429 -2.87884 5.72972
C: -6.18216 -3.69486 6.18021
C: -6.45738 -4.83675 5.20828
O: -6.93613 -4.35174 3.95621
C: -5.91781 -4.31300 2.96531
H: -4.71706 -1.25175 4.55538
H: -6.37313 -1.86758 4.40983
H: -5.87570 -0.96796 5.87300
H: -7.08213 -3.09321 6.34651
H: -5.88014 -4.11800 7.14360
H: -7.24695 -5.47052 5.62546
H: -5.56710 -5.45925 5.06966
H: -5.73104 -5.32402 2.58855
H: -4.98823 -3.88683 3.34820
H: -6.26903 -3.68929 2.14136
C: -0.76648 5.06963 -7.96930
O: -0.55289 6.37608 -7.45280
C: -1.34940 6.64301 -6.30116
C: -0.53938 6.49464 -5.01830
O: -0.13501 5.14339 -4.80971
C: 1.21573 4.92052 -5.19075
H: 0.04923 4.83804 -8.65615
H: -0.77911 4.31444 -7.17951
H: -1.71083 5.03982 -8.52116
H: -2.23572 5.99993 -6.28428
H: -1.69016 7.67994 -6.38338
H: -1.17347 6.77036 -4.16892
H: 0.32735 7.16403 -5.01968
H: 1.88636 5.32068 -4.42295
H: 1.45038 5.37472 -6.15532
H: 1.37320 3.84346 -5.26958

***

Entry 2:
Computed, not measured: a single C3H7NS molecule, with wB97M-V/def2-TZVPD.

Results
Multiplicity: 1
Structure (SMILES): C/C=N\SC
HOMO energy (eV): -8.23

Atoms and positions in Å:
C: 2.31857 -0.50468 0.05558
C: 1.58359 0.71705 0.06921
N: 0.23895 0.83056 -0.09042
S: -0.74756 -0.53108 -0.07123
C: -2.46265 0.21932 0.10435
H: 1.52076 -1.22617 -0.63536
H: 3.50131 -0.45742 -0.48438
H: 2.74183 -0.95696 1.22659
H: 1.98552 1.72326 -0.08273
H: -2.06682 1.38008 -0.34614
H: -3.19510 -0.50099 -0.55715
H: -2.83622 0.13149 1.27701

***

Entry 3:
Computed, not measured: 2 unconnected molecules or ions with the total composition CH5NO, with wB97M-V/def2-TZVPD.

Results
Multiplicity: 1
Structure (SMILES): C=N.O
HOMO energy (eV): -9.58

Atoms and positions in Å:
C: -1.75178 0.37266 -0.59504
N: -1.51737 -0.75468 -0.05168
H: -2.81582 0.63703 -0.46834
H: -1.25112 1.19559 -1.02551
H: -0.61666 -1.24755 -0.02325
O: 2.62338 0.16049 0.34064
H: 2.60886 0.44700 1.26231
H: 2.72052 -0.81054 0.56088

***

Entry 4:
Computed, not measured: a molecular structure, C4H8InO8S2, with wB97M-V/def2-TZVPD.

Results
Multiplicity: 1
Total charge: +3
HOMO energy (eV): -21.23

Atoms and positions in Å:
In: 1.78879 -2.01091 2.71038
C: -0.39504 -1.63466 -2.79176
C: -1.50618 -1.74716 -1.76477
O: -1.31543 -3.10211 -1.18981
S: 0.30816 -3.45765 -1.11129
O: 0.61632 -4.72312 -1.76824
O: 0.79839 -3.25233 0.24033
O: 0.71826 -2.21147 -2.09221
H: -0.36904 -0.57102 -3.02861
H: -0.49142 -2.21940 -3.70658
H: -2.43108 -1.88726 -2.32425
H: -1.69154 -0.98568 -1.00721
C: 1.09957 3.16562 0.97217
C: -0.34777 2.60936 0.60752
O: -0.53488 1.67073 1.63044
S: 0.35561 1.89774 3.08122
O: 1.10758 0.72627 3.53275
O: -0.52302 2.44112 4.15681
O: 1.33009 3.01022 2.36487
H: 1.16993 4.15178 0.51322
H: 1.95258 2.65131 0.52951
H: -0.51481 2.13045 -0.35728
H: -1.12514 3.34806 0.80279

***

no.,LUMO (eV)
1,-0.8479
2,0.8725
3,0.7742
4,-18.8949